Computed, not measured: an isolated molecule of C3H5NO3, with ωB97M-V/def2-TZVPD.

Cartesian coordinates (Å):
1 C -1.664 0.444 0.156
2 C -0.257 0.204 0.770
3 C 1.777 0.371 -0.500
4 H -1.561 -1.374 -0.346
5 H -1.889 1.515 0.099
6 H -2.432 0.272 1.077
7 H -0.386 0.948 1.602
8 H 2.395 0.560 -1.459
9 N 1.751 -0.775 -0.042
10 O -1.952 -0.497 -0.886
11 O 0.645 1.095 -0.127
12 O 0.367 -0.924 0.608

* HOMO level: -9.73 eV
* LUMO: 0.5 eV
* spin multiplicity: 1
* SMILES string: OC[C@@H]1OC=NO1
* energy above the lowest of the compared OMol25 structures with the same formula, charge and spin: 6.154 eV
* total energy: -397.61055 Eh
* net charge: 0



Computed, not measured: an isolated molecule of C6H8N4O2, with ωB97M-V/def2-TZVPD.

Cartesian coordinates (Å):
1 C -0.428 0.636 0.629
2 C -1.229 -0.159 1.375
3 C -1.638 -1.412 0.844
4 C -0.369 -1.059 -1.009
5 C 1.017 0.826 -1.326
6 C 1.780 -0.003 -2.260
7 N -1.182 -1.840 -0.307
8 N 0.034 0.126 -0.505
9 N 0.877 -0.798 -3.081
10 N -2.446 -2.093 1.687
11 O 1.354 -1.870 -3.397
12 O -1.563 0.152 2.589
13 H -0.115 1.594 1.118
14 H 1.789 1.346 -0.662
15 H 0.549 1.603 -1.883
16 H 2.415 0.736 -2.913
17 H 2.465 -0.744 -1.859
18 H -2.745 -1.587 2.579
19 H -2.522 -3.124 1.888
20 H -1.275 1.021 2.826

* HOMO level (spin up / spin down): -6.02 / -6.99 eV
* LUMO (spin up / spin down): 0.2 / 0.1 eV
* spin multiplicity: 3
* expectation value of S²: 2.01
* energy above the lowest of the compared OMol25 structures with the same formula, charge and spin: 1.041 eV
* total energy: -602.70237 Eh
* net charge: 0



Computed, not measured: an isolated molecule of C5H10O2, with ωB97M-V/def2-TZVPD.

Cartesian coordinates (Å):
1 C -2.144 -0.592 -0.050
2 C -0.774 -0.064 -0.415
3 O -0.837 1.343 -0.424
4 C 0.178 -0.515 0.668
5 C 1.688 -0.164 0.516
6 C 2.262 0.727 -0.506
7 O 1.682 1.567 -1.179
8 H -2.147 -1.686 -0.032
9 H -2.426 -0.224 0.946
10 H -2.880 -0.229 -0.766
11 H -0.435 -0.455 -1.384
12 H 0.019 1.651 -0.790
13 H -0.243 0.088 1.541
14 H 0.118 -1.535 1.034
15 H 2.410 -0.921 0.855
16 H 1.133 0.424 1.365
17 H 3.364 0.659 -0.613

* HOMO level: -9.71 eV
* LUMO: 0.7 eV
* spin multiplicity: 1
* SMILES string: C[C@@H](O)CCC=O
* energy above the lowest of the compared OMol25 structures with the same formula, charge and spin: 3.280 eV
* total energy: -346.90491 Eh
* net charge: 0



Computed, not measured: a cluster of 10 separate species, C37H78N2O12 in total, with ωB97M-V/def2-TZVPD.

Cartesian coordinates (Å):
1 C -1.844 2.652 -3.304
2 N -2.517 1.832 -2.169
3 C -3.924 1.813 -2.660
4 C -1.934 0.535 -2.130
5 C -2.404 2.611 -0.962
6 C -3.123 2.026 0.286
7 O -2.870 2.885 1.365
8 H -0.906 2.704 -2.936
9 H -2.173 3.692 -3.094
10 H -1.897 2.333 -4.262
11 H -4.568 1.248 -2.159
12 H -3.921 1.366 -3.686
13 H -4.312 2.706 -2.770
14 H -2.219 0.068 -3.026
15 H -2.121 0.016 -1.303
16 H -0.936 0.513 -1.919
17 H -2.613 3.697 -1.107
18 H -1.371 2.817 -0.713
19 H -2.546 1.056 0.548
20 H -4.278 1.744 0.135
21 H -2.003 2.777 1.779
22 N 0.118 0.903 0.759
23 O 0.872 1.283 -0.051
24 O -0.505 -0.203 0.627
25 O -0.399 1.655 1.606
26 C 2.245 -1.846 4.771
27 C 2.687 -1.249 3.442
28 C 2.525 0.277 3.673
29 O 2.686 0.444 5.067
30 C 1.935 -0.687 5.607
31 H 3.177 -2.490 5.032
32 H 1.568 -2.717 4.887
33 H 2.034 -1.717 2.647
34 H 3.610 -1.223 3.157
35 H 1.532 0.734 3.218
36 H 3.326 0.802 3.148
37 H 1.033 -0.190 5.529
38 H 2.256 -0.679 6.620
39 C 1.715 -3.723 1.563
40 C 0.427 -3.020 1.376
41 C -0.443 -3.568 2.516
42 O 0.052 -4.857 2.760
43 C 1.322 -5.067 2.091
44 H 2.565 -3.090 2.062
45 H 2.320 -3.856 0.728
46 H 0.071 -3.195 0.432
47 H 0.478 -1.975 1.591
48 H -1.380 -3.752 2.219
49 H -0.415 -2.855 3.411
50 H 1.264 -5.738 1.354
51 H 2.119 -5.484 2.586
52 C 3.645 -1.643 -0.240
53 C 4.247 -0.283 0.015
54 C 5.762 -0.483 -0.241
55 O 5.884 -1.834 -0.526
56 C 4.746 -2.639 -0.087
57 H 3.193 -1.789 -1.151
58 H 2.920 -2.021 0.544
59 H 4.045 -0.061 1.001
60 H 3.596 0.458 -0.709
61 H 6.126 -0.270 0.789
62 H 6.195 0.188 -1.062
63 H 5.025 -2.748 0.972
64 H 4.427 -3.557 -0.394
65 C -3.364 -2.561 -1.460
66 C -2.971 -1.848 -0.229
67 C -3.971 -0.698 0.107
68 O -4.123 -0.353 -1.278
69 C -4.370 -1.499 -2.120
70 H -3.933 -3.449 -1.535
71 H -2.424 -2.444 -2.135
72 H -1.982 -1.606 -0.316
73 H -2.941 -2.564 0.623
74 H -3.680 0.027 0.814
75 H -4.909 -0.984 0.429
76 H -4.004 -1.230 -2.940
77 H -5.503 -1.672 -2.074
78 C -2.952 0.937 3.636
79 C -3.815 -0.271 4.173
80 C -2.688 -1.111 4.920
81 O -1.439 -0.792 4.331
82 C -1.726 0.190 3.246
83 H -2.627 1.716 4.322
84 H -3.438 1.304 2.693
85 H -4.244 -0.865 3.398
86 H -4.605 0.335 4.945
87 H -2.695 -2.106 4.524
88 H -2.983 -1.225 6.040
89 H -1.584 -0.311 2.404
90 H -1.037 0.924 3.240
91 C 1.006 -3.969 -2.557
92 C 0.874 -3.326 -1.097
93 C 0.115 -2.032 -1.378
94 O -0.551 -2.281 -2.577
95 C 0.278 -2.987 -3.485
96 H 0.515 -4.909 -2.403
97 H 2.155 -3.967 -2.754
98 H 1.772 -3.286 -0.367
99 H 0.322 -4.048 -0.584
100 H 0.783 -1.306 -1.385
101 H -0.567 -1.778 -0.712
102 H 0.878 -2.273 -4.107
103 H -0.335 -3.689 -4.147
104 C 2.645 1.895 -3.525
105 C 2.449 1.197 -4.913
106 C 0.936 1.473 -5.317
107 O 0.501 2.278 -4.226
108 C 1.290 2.031 -3.008
109 H 3.034 2.954 -3.605
110 H 3.092 1.149 -2.935
111 H 2.601 0.238 -4.775
112 H 3.205 1.697 -5.574
113 H 0.507 0.379 -5.266
114 H 0.821 2.122 -6.183
115 H 1.089 0.827 -2.705
116 H 0.996 2.742 -2.225
117 C 1.132 6.389 -1.134
118 C 1.312 5.872 0.339
119 C -0.110 5.092 0.428
120 O -0.806 5.381 -0.762
121 C 0.075 5.582 -1.765
122 H 2.122 6.168 -1.316
123 H 0.841 7.332 -0.992
124 H 1.325 6.755 0.896
125 H 2.101 5.157 0.267
126 H -0.773 5.431 1.290
127 H 0.036 3.805 0.451
128 H -0.351 6.055 -2.796
129 H 0.571 4.681 -2.103

* HOMO level: -8.45 eV
* LUMO: 0.3 eV
* spin multiplicity: 1
* energy above the lowest of the compared OMol25 structures with the same formula, charge and spin: 3.930 eV
* total energy: -2467.95301 Eh
* net charge: 0



Computed, not measured: a structure of composition C37H30Co2NO7P, with ωB97M-V/def2-TZVPD.

Cartesian coordinates (Å):
1 O -2.590 1.994 4.181
2 C -2.504 0.971 3.638
3 Co -2.631 -0.634 2.931
4 C -2.725 -1.875 4.171
5 O -2.761 -2.675 5.006
6 C -4.314 -0.319 2.531
7 O -5.410 -0.060 2.266
8 C -1.714 -0.925 1.178
9 C -1.397 0.228 0.468
10 C -1.998 0.966 -0.549
11 C -1.755 2.421 -0.662
12 C -2.717 3.270 -1.246
13 C -2.534 4.654 -1.239
14 C -1.418 5.215 -0.597
15 C -0.458 4.382 -0.012
16 C -0.603 2.999 -0.109
17 Co -0.471 0.071 2.008
18 C -0.030 1.678 2.572
19 O 0.283 2.733 2.949
20 C -0.149 -0.781 3.549
21 O 0.286 -1.197 4.546
22 P 1.442 -0.400 1.107
23 C 2.790 0.705 1.665
24 C 3.741 1.257 0.794
25 C 4.752 2.082 1.297
26 C 4.841 2.334 2.669
27 C 3.908 1.765 3.541
28 C 2.893 0.946 3.044
29 C 2.086 -2.043 1.626
30 C 3.463 -2.278 1.749
31 C 3.922 -3.528 2.174
32 C 3.014 -4.557 2.443
33 C 1.644 -4.337 2.275
34 C 1.177 -3.079 1.885
35 C 1.573 -0.457 -0.720
36 C 1.597 -1.683 -1.405
37 C 1.643 -1.705 -2.799
38 C 1.594 -0.517 -3.528
39 C 1.515 0.703 -2.854
40 C 1.547 0.735 -1.460
41 H -1.807 -1.916 0.722
42 H -3.033 0.654 -0.763
43 H -3.615 2.827 -1.688
44 H -3.269 5.295 -1.732
45 H -1.302 6.299 -0.542
46 H 0.410 4.794 0.508
47 H 0.180 2.335 0.264
48 H 3.698 1.044 -0.273
49 H 5.478 2.516 0.609
50 H 5.639 2.966 3.060
51 H 3.965 1.951 4.614
52 H 2.191 0.471 3.735
53 H 4.172 -1.480 1.530
54 H 4.993 -3.694 2.290
55 H 3.372 -5.531 2.780
56 H 0.925 -5.137 2.451
57 H 0.103 -2.901 1.780
58 H 1.592 -2.616 -0.841
59 H 1.705 -2.662 -3.318
60 H 1.613 -0.540 -4.620
61 H 1.448 1.638 -3.411
62 H 1.586 1.702 -0.954
63 O -3.515 -3.894 -2.549
64 C -2.526 -3.944 -1.913
65 C -1.738 -1.257 -3.445
66 C -2.525 -1.451 -4.670
67 C -3.364 -0.150 -4.731
68 C -2.914 0.729 -3.564
69 N -1.929 -0.088 -2.878
70 O -1.541 -4.001 -1.268
71 H -1.046 -1.999 -3.043
72 H -1.893 -1.548 -5.562
73 H -3.184 -2.325 -4.601
74 H -3.219 0.374 -5.677
75 H -4.425 -0.389 -4.611
76 H -2.483 1.679 -3.904
77 H -3.753 0.961 -2.899
78 H -1.520 0.230 -1.970

* HOMO level: -6.50 eV
* LUMO: -1.1 eV
* spin multiplicity: 1
* energy above the lowest of the compared OMol25 structures with the same formula, charge and spin: 0.000 eV
* total energy: -5116.15477 Eh
* net charge: 0